(1)
ORCA calculation (ωB97M-V/def2-TZVPD) on 9 unconnected molecules or ions with the total composition C50H50N8O3 at a distorted geometry.

```
! RIJCOSX wB97M-V def2-TZVPD def2/J DEFGRID3
* xyz 0 1
O -0.23477 -1.69057 1.30310
C 0.05787 -0.55020 1.02312
O 1.22118 -0.01893 0.34306
C 0.92772 1.27474 -0.24708
C -0.63468 1.22131 -0.10415
C -1.47767 2.52357 -0.19073
C -2.99330 2.08343 -0.22166
C -3.96635 2.47362 0.76542
C -5.34934 1.90575 0.58400
C -5.72979 0.99702 -0.48863
C -4.72559 0.62865 -1.48883
C -3.38558 1.18349 -1.32656
O -0.68941 0.63205 1.23431
H 1.49324 2.15112 0.14096
H 1.10885 1.08535 -1.34014
H -0.91827 0.34278 -0.73854
H -1.36616 3.14018 0.74534
H -1.21171 3.18320 -1.05162
H -3.70546 3.13705 1.61525
H -6.09453 2.18270 1.36723
H -6.75728 0.56822 -0.57298
H -4.93271 -0.07472 -2.33087
H -2.60348 0.88204 -2.06731
C -7.45363 5.72470 -2.97741
C -6.59604 6.38564 -2.10724
C -5.49479 5.69350 -1.62393
N -5.21564 4.42623 -1.95188
C -6.04547 3.82752 -2.77553
C -7.17691 4.41198 -3.32194
H -8.32446 6.22593 -3.37755
H -6.77851 7.41050 -1.81072
H -4.79372 6.16283 -0.94098
H -5.77848 2.80153 -3.01039
H -7.81922 3.85815 -3.99399
C 2.27364 -4.04372 -1.08517
C 3.02794 -4.56704 -2.12325
C 2.94542 -3.95964 -3.36513
N 2.17605 -2.89720 -3.62239
C 1.45722 -2.41094 -2.60500
C 1.46811 -2.93967 -1.32241
H 2.31175 -4.49212 -0.09893
H 3.66631 -5.42788 -1.97299
H 3.51892 -4.33020 -4.20706
H 0.84219 -1.54884 -2.84577
H 0.87402 -2.48537 -0.54087
C -0.22627 -4.27305 3.39968
C -0.99618 -5.36667 3.76455
C -0.85098 -5.87177 5.04697
N -0.00753 -5.36826 5.95476
C 0.72742 -4.31306 5.57917
C 0.65396 -3.73175 4.32232
H -0.31082 -3.84768 2.40741
H -1.69372 -5.81693 3.07011
H -1.43414 -6.72449 5.37974
H 1.40524 -3.92543 6.33344
H 1.27066 -2.87794 4.07300
C -2.11376 4.07092 -6.02163
C -1.35074 3.08013 -6.62005
C -1.49260 1.77857 -6.16488
N -2.32137 1.42195 -5.17793
C -3.04566 2.39509 -4.61521
C -2.98136 3.72574 -4.99774
H -2.03265 5.10081 -6.34973
H -0.66161 3.31158 -7.42173
H -0.91949 0.96858 -6.60362
H -3.70644 2.07623 -3.81698
H -3.59403 4.47070 -4.50593
C 4.30389 -1.69584 9.72308
C 4.85917 -1.58094 8.45880
C 4.17234 -2.13182 7.38928
N 3.00379 -2.77290 7.50505
C 2.48880 -2.87249 8.73468
C 3.09337 -2.35357 9.86910
H 4.80870 -1.27839 10.58423
H 5.80372 -1.07517 8.30610
H 4.56528 -2.06481 6.38000
H 1.54159 -3.39947 8.79842
H 2.62896 -2.46252 10.84060
C -5.84379 8.70108 -7.58414
C -5.14950 8.09067 -6.55204
C -5.87678 7.44407 -5.56512
N -7.21144 7.37723 -5.54758
C -7.85979 7.97498 -6.55280
C -7.22822 8.64395 -7.58926
H -5.31200 9.21585 -8.37569
H -4.06823 8.11507 -6.51341
H -5.37799 6.94838 -4.73768
H -8.94193 7.90638 -6.51139
H -7.80478 9.10812 -8.37859
C 8.34002 -5.23158 10.36617
C 7.05344 -5.45196 10.83015
C 6.27783 -4.35162 11.15884
N 6.69905 -3.08692 11.05830
C 7.94449 -2.89951 10.60969
C 8.79935 -3.92947 10.25105
H 8.97788 -6.06528 10.09726
H 6.65994 -6.45451 10.93431
H 5.26306 -4.47370 11.52314
H 8.26028 -1.86348 10.54000
H 9.79794 -3.71774 9.89184
C 6.93198 -3.58602 -7.42590
C 7.64674 -4.18923 -6.40531
C 6.94172 -4.85273 -5.41407
N 5.60806 -4.94392 -5.37877
C 4.93761 -4.34943 -6.37805
C 5.54949 -3.66601 -7.41676
H 7.44676 -3.05872 -8.22049
H 8.72772 -4.14711 -6.37837
H 7.45950 -5.34330 -4.59661
H 3.85716 -4.43472 -6.32656
H 4.95775 -3.20745 -8.19805
*
```

## Properties
- SMILES: O=C1OC[C@H](Cc2ccccc2)O1.c1ccncc1.c1ccncc1.c1ccncc1.c1ccncc1.c1ccncc1.c1ccncc1.c1ccncc1.c1ccncc1
- HOMO: -8.83 eV
- ΔE to the lowest compared entry with this formula, charge and spin: 0.0 kJ/mol

(2)
ORCA calculation (ωB97M-V/def2-TZVPD) on a molecular structure, C50H51BrF3N4O6TeTi at a distorted geometry.

```
! RIJCOSX wB97M-V def2-TZVPD def2/J DEFGRID3
* xyz 0 2
Ti -1.38969 0.89011 -0.30480
C -0.42990 -1.58497 4.56760
O -0.12300 -0.78572 5.71802
C 0.73922 0.25895 5.59101
C 1.70579 0.39525 6.58174
C 2.62545 1.42757 6.53811
C 2.58228 2.35065 5.50214
C 1.60033 2.25154 4.53345
C 0.67312 1.21145 4.56664
N -0.38306 1.15145 3.63448
C -0.31039 1.22944 2.29355
N 0.90994 1.11117 1.72960
C 1.33159 1.48416 0.42458
C 0.53629 1.38251 -0.70974
C 1.07900 1.78300 -1.93145
C 2.38054 2.24426 -2.01865
C 3.17888 2.31208 -0.88223
C 2.65402 1.93491 0.33966
O 3.34483 1.94462 1.52159
C 4.71251 2.29817 1.47754
N -1.40595 1.29237 1.56999
C -2.66097 1.70375 2.05516
C -3.80173 1.03667 1.61098
C -5.06323 1.43250 2.02375
C -5.19787 2.51771 2.87067
C -4.08066 3.23708 3.27207
C -2.81205 2.85046 2.86624
O -1.68995 3.53750 3.19504
C -1.81812 4.94093 3.35756
H -0.51472 -2.60997 4.92441
H 0.35410 -1.53427 3.81111
H -1.37333 -1.30028 4.10478
H 1.72406 -0.33733 7.37757
H 3.38009 1.50839 7.30917
H 3.29245 3.16643 5.46968
H 1.51759 3.00758 3.76195
H -1.30555 0.99156 4.00690
H 1.67434 1.10708 2.39079
H 0.47986 1.73197 -2.83238
H 2.78519 2.55647 -2.97333
H 4.19754 2.66487 -0.96196
H 5.26855 1.64244 0.80275
H 5.09046 2.17822 2.48975
H 4.84495 3.33747 1.16591
H -3.68024 0.17632 0.96434
H -5.93781 0.88860 1.69391
H -6.17521 2.81841 3.22406
H -4.20181 4.11359 3.89491
H -0.82257 5.35257 3.20865
H -2.17166 5.19631 4.36032
H -2.49348 5.36684 2.61171
F -3.80384 1.21614 -2.07342
C -2.71429 0.46227 -1.83594
F -3.13119 -0.80464 -2.14879
F -1.81469 0.77783 -2.86627
Br -3.45305 9.37263 -1.61456
C -2.82802 7.61678 -1.23272
C -3.70157 6.54779 -1.32924
C -3.24350 5.27331 -1.02912
C -1.93133 5.08370 -0.61750
C -1.06657 6.17098 -0.53532
C -1.50586 7.44482 -0.85252
C -1.41422 3.73362 -0.20702
O -0.47268 3.69748 0.57384
O -2.00949 2.69204 -0.71857
H -4.72381 6.71477 -1.63926
H -3.90334 4.41811 -1.10518
H -0.04876 5.99890 -0.21243
H -0.83479 8.29089 -0.80233
C -2.24407 -3.09819 0.16610
C -1.71335 -1.74949 0.60669
O -1.92059 -1.39770 1.77605
N -1.02771 -0.96918 -0.26262
Te -0.11282 -1.63067 -2.24094
C 0.37464 -2.79762 -4.11917
C -0.57414 -3.46956 -4.88499
C -2.05181 -3.40119 -4.58405
C -0.16259 -4.22781 -5.97988
C 1.17035 -4.30826 -6.34585
C 1.61597 -5.12559 -7.52846
C 2.09513 -3.57698 -5.60905
C 1.72342 -2.81530 -4.50787
C 2.80035 -2.04567 -3.78233
C 1.00483 -3.10758 -1.14567
C 0.60245 -4.45535 -1.15121
C -0.48117 -4.99385 -2.04783
C 1.24831 -5.36876 -0.32500
C 2.30737 -5.00333 0.48923
C 2.98458 -5.99317 1.39722
C 2.73578 -3.68709 0.43537
C 2.10685 -2.73413 -0.35955
C 2.69920 -1.35260 -0.32067
H -3.07104 -3.37724 0.81507
H -1.44995 -3.83735 0.26869
H -2.57532 -3.06512 -0.87031
H -2.25747 -2.70024 -3.77549
H -2.44063 -4.38396 -4.30868
H -2.59755 -3.06846 -5.46798
H -0.90979 -4.76463 -6.55649
H 0.85498 -5.84928 -7.81752
H 2.53671 -5.66312 -7.30071
H 1.81356 -4.47616 -8.38389
H 3.14066 -3.59743 -5.90109
H 3.68384 -1.94785 -4.41218
H 3.08713 -2.56799 -2.86863
H 2.45817 -1.04532 -3.51314
H -1.20601 -4.22593 -2.29640
H -0.99330 -5.83214 -1.57501
H -0.04093 -5.34820 -2.98237
H 0.90270 -6.39719 -0.32058
H 2.48180 -6.95862 1.37047
H 2.98047 -5.62753 2.42501
H 4.02509 -6.13515 1.10031
H 3.58746 -3.38044 1.03521
H 3.75441 -1.38891 -0.60057
H 2.64386 -0.96027 0.69460
H 2.19117 -0.66262 -0.98672
*
```

## Properties
- HOMO (spin up / spin down): -7.67 / -8.02 eV
- ΔE to the lowest compared entry with this formula, charge and spin: 174.4 kJ/mol
- ⟨S²⟩: 0.758

(3)
ORCA calculation (ωB97M-V/def2-TZVPD) on 7 unconnected molecules or ions with the total composition C50H52Cl12N4O3P at a distorted geometry.

```
! RIJCOSX wB97M-V def2-TZVPD def2/J DEFGRID3
* xyz 1 1
C -1.82406 0.68586 -3.11627
C -1.13868 -0.32875 -2.09149
C 0.24502 0.27122 -1.57131
N 0.33778 1.78706 -1.70760
C 0.64316 2.31084 -0.39027
N -0.26577 2.18625 0.67933
P -1.88063 1.48161 0.70579
O -2.85889 2.23227 1.55961
C 0.46741 2.78819 1.76151
C -0.20528 2.80174 3.19025
O -0.11729 1.42746 3.63773
C -1.05228 1.16139 4.70834
C -2.15677 0.11356 4.22353
C -1.53922 -1.13730 3.46643
C 1.75604 3.28695 1.34879
C 2.83995 4.02970 2.22131
C 2.84286 5.55216 1.68049
C 1.38093 6.14559 1.79412
N 0.85662 6.61386 3.08470
O 0.64662 6.22715 0.81926
N 1.82764 2.94697 -0.06219
C 2.98959 3.20916 -0.95875
H -2.79762 0.24771 -3.47239
H -2.05151 1.69157 -2.66785
H -1.08111 0.86471 -3.94887
H -1.86216 -0.55760 -1.24480
H -0.97698 -1.32447 -2.60847
H 1.07589 -0.26609 -2.10367
H 0.32575 -0.02770 -0.47686
H 1.19531 1.91475 -2.26776
H -1.68703 0.11561 1.11376
H -2.35250 1.57277 -0.64831
H 0.37537 3.47574 3.89938
H -1.26008 3.19194 3.16992
H -1.49365 2.07723 5.18843
H -0.46239 0.60795 5.50953
H -2.90149 0.59332 3.51827
H -2.66253 -0.29530 5.15208
H -0.65749 -0.88245 2.80087
H -1.28150 -2.00565 4.13865
H -2.34500 -1.52886 2.76393
H 2.52488 4.02472 3.29932
H 3.89030 3.64684 2.03664
H 3.59362 6.19774 2.21281
H 3.05150 5.50910 0.56673
H 0.02955 6.03480 3.27916
H 0.51308 7.57670 2.96562
H 2.70665 3.75132 -1.89737
H 3.80974 3.73004 -0.38174
H 3.39251 2.19804 -1.28001
Cl -3.78544 -2.86630 -3.56664
C -3.36147 -2.55119 -5.21222
C -2.15116 -2.96923 -5.75611
Cl -0.98196 -3.84740 -4.83286
C -1.85365 -2.68280 -7.08434
C -2.76165 -1.98410 -7.86835
C -3.97279 -1.57105 -7.32629
C -4.27104 -1.85399 -6.00047
H -0.91185 -3.00377 -7.51319
H -2.52505 -1.76184 -8.90227
H -4.68447 -1.02803 -7.93711
H -5.21642 -1.52827 -5.58297
Cl -4.72990 0.65331 6.74262
C -5.99082 -0.34110 6.10204
C -5.75066 -1.62030 5.60795
Cl -4.17301 -2.32959 5.60321
C -6.80275 -2.37311 5.09730
C -8.08990 -1.85422 5.08136
C -8.33023 -0.57972 5.57913
C -7.28226 0.17463 6.08774
H -6.62214 -3.36856 4.70934
H -8.90602 -2.44410 4.68092
H -9.33491 -0.17355 5.57051
H -7.47602 1.16835 6.47344
Cl -3.34249 -3.87216 -0.29426
C -3.65858 -5.56995 -0.38352
C -3.79672 -6.35740 0.75409
Cl -3.67792 -5.70102 2.34906
C -4.04175 -7.72061 0.62464
C -4.14952 -8.29385 -0.63524
C -4.01652 -7.50570 -1.76863
C -3.77162 -6.14635 -1.64249
H -4.14988 -8.34093 1.50639
H -4.33917 -9.35656 -0.73193
H -4.10419 -7.94964 -2.75028
H -3.66752 -5.53669 -2.53202
Cl 4.77045 4.08747 -3.64727
C 4.79901 5.81324 -3.50557
C 5.89503 6.56850 -3.90887
Cl 7.30626 5.84777 -4.59359
C 5.87160 7.95205 -3.76552
C 4.75802 8.58005 -3.22465
C 3.66100 7.82601 -2.82671
C 3.68239 6.44550 -2.96670
H 6.72291 8.54587 -4.07564
H 4.74540 9.65788 -3.11376
H 2.78903 8.31410 -2.40696
H 2.82360 5.86379 -2.65324
Cl 6.23902 4.45215 2.40857
C 7.15088 3.10144 2.99206
C 8.47269 2.88526 2.61752
Cl 9.31305 3.95279 1.55177
C 9.15788 1.77893 3.10873
C 8.52752 0.89359 3.97238
C 7.20854 1.11313 4.35025
C 6.52207 2.21510 3.85999
H 10.18695 1.60329 2.81942
H 9.06501 0.03232 4.35123
H 6.71520 0.42507 5.02672
H 5.49302 2.38046 4.15740
Cl -1.26245 -7.82281 -1.00408
C -0.06612 -7.87887 -2.26123
C -0.37244 -7.74245 -3.61613
Cl -1.98027 -7.48923 -4.18779
C 0.64344 -7.80751 -4.56515
C 1.95880 -8.00437 -4.17140
C 2.26623 -8.13494 -2.82438
C 1.25726 -8.07282 -1.87374
H 0.41074 -7.70447 -5.61835
H 2.74469 -8.05574 -4.91594
H 3.29362 -8.28604 -2.51385
H 1.50563 -8.17716 -0.82436
*
```

## Properties
- HOMO: -10.30 eV

(4)
ORCA calculation (ωB97M-V/def2-TZVPD) on 7 unconnected molecules or ions with the total composition C50H53BF6N3OS at a distorted geometry.

```
! RIJCOSX wB97M-V def2-TZVPD def2/J DEFGRID3
* xyz 1 1
C 2.24562 0.22403 6.50466
C 0.98392 -0.56484 5.88175
B 0.98409 -0.63284 4.24151
O 2.13152 -0.26810 3.46180
C -0.34677 -1.16815 3.41162
C -0.66409 -2.71898 3.66251
C -0.02820 -3.72296 2.59433
C 1.53550 -3.54584 2.35486
C 2.63349 -3.59654 3.45093
C 4.16270 -3.44366 3.11585
C 4.56712 -3.19812 1.63761
C 3.51640 -3.14634 0.48344
C 2.03979 -3.33813 0.88280
N -1.52016 -0.39254 4.03041
C -1.34714 1.03864 3.88343
N -1.19775 1.91107 4.93696
N -1.35312 1.57163 2.52434
C -0.25261 0.89314 1.73741
C -0.29646 -0.72259 1.88042
S -1.74423 -1.29134 0.85550
H 1.82633 0.96806 7.27485
H 2.90034 -0.51453 7.09438
H 2.85503 0.78014 5.71153
H 0.01135 -0.16297 6.32047
H 1.06695 -1.66315 6.24363
H 2.96784 -0.47286 3.94136
H -0.35541 -3.01405 4.73766
H -1.81386 -2.83280 3.59185
H -0.57252 -3.74507 1.58009
H -0.17128 -4.78743 3.02462
H 2.25591 -3.77705 4.52585
H 4.92710 -3.51830 3.97231
H 5.67111 -3.05074 1.37980
H 3.80156 -2.98105 -0.61571
H 1.24261 -3.28795 0.04471
H -1.65338 -0.67301 5.01357
H -0.25945 2.34001 5.00961
H -1.93410 2.08913 5.63333
H -1.14034 2.58926 2.65134
H 0.75919 1.33479 2.04449
H -0.41422 1.20976 0.63729
H 0.69616 -1.07924 1.40835
H -2.33921 -0.15432 0.33248
F -0.85957 4.73651 3.06723
C -1.40048 5.50829 2.10041
C -0.75402 6.67260 1.71855
C -1.30869 7.46412 0.71836
C -2.50897 7.08698 0.12008
C -3.15173 5.91812 0.51565
C -2.59177 5.12039 1.50795
H 0.17481 6.95372 2.20128
H -0.80728 8.37357 0.40559
H -2.94332 7.70748 -0.65724
H -4.08833 5.62835 0.05130
H -3.07421 4.20159 1.82251
F 0.81949 -2.96649 -1.92358
C 1.35673 -2.22242 -2.90656
C 1.32239 -2.68964 -4.21066
C 1.87419 -1.91718 -5.22749
C 2.46354 -0.69125 -4.92627
C 2.49645 -0.23452 -3.61211
C 1.93490 -1.00165 -2.59618
H 0.86718 -3.64968 -4.42442
H 1.84640 -2.26947 -6.25284
H 2.89792 -0.09158 -5.71952
H 2.95953 0.71853 -3.37879
H 1.94368 -0.65788 -1.56790
F 0.99974 4.18549 -5.93286
C 0.38819 4.78431 -4.90097
C 0.42939 4.19170 -3.64847
C -0.20104 4.81559 -2.57676
C -0.87419 6.01902 -2.77194
C -0.91315 6.60234 -4.03490
C -0.27387 5.98479 -5.10518
H 0.95117 3.25070 -3.51766
H -0.16873 4.36458 -1.59039
H -1.36935 6.50248 -1.93603
H -1.44164 7.53784 -4.18580
H -0.28659 6.42884 -6.09367
F -5.09510 5.51581 -2.84015
C -5.33099 5.87623 -4.11436
C -6.62803 5.84502 -4.60162
C -6.87215 6.22284 -5.91812
C -5.81490 6.61710 -6.73486
C -4.51581 6.63962 -6.23566
C -4.27266 6.27250 -4.91629
H -7.43680 5.52756 -3.95370
H -7.88433 6.20955 -6.30757
H -6.00577 6.90744 -7.76298
H -3.69275 6.94300 -6.87417
H -3.26916 6.29249 -4.50844
F 5.36061 -2.24559 -6.27246
C 5.51992 -3.33800 -5.50874
C 6.06458 -4.48451 -6.06544
C 6.23418 -5.61487 -5.27221
C 5.84717 -5.58894 -3.93433
C 5.29667 -4.43337 -3.38760
C 5.13710 -3.29944 -4.17753
H 6.35220 -4.48855 -7.11033
H 6.66654 -6.51492 -5.69570
H 5.97580 -6.47264 -3.31752
H 4.99186 -4.41615 -2.34635
H 4.71817 -2.38797 -3.76601
F -1.59567 -5.40627 4.90929
C -2.23084 -6.59313 4.87142
C -3.61443 -6.62676 4.94062
C -4.27064 -7.85247 4.89634
C -3.53475 -9.03052 4.79418
C -2.14520 -8.98436 4.73043
C -1.48897 -7.75837 4.76360
H -4.16978 -5.70004 5.02820
H -5.35360 -7.89010 4.94203
H -4.04726 -9.98654 4.76413
H -1.57332 -9.90293 4.65500
H -0.40800 -7.70307 4.70617
*
```

## Properties
- HOMO: -10.52 eV